(w)
Below is the molecule C3H6, with properties calculated with ωB97M-V/def2-TZVPD.

CARTESIAN COORDINATES (ANGSTROEM)
C -0.60 -0.59 -0.08
C 0.90 -0.18 -0.01
C -0.23 0.79 -0.01
H -0.95 -0.95 0.92
H -1.04 -1.15 -0.96
H 1.47 -0.10 -0.92
H 1.37 -0.54 0.93
H -0.60 1.22 1.00
H -0.33 1.49 -0.87

Results
E_HOMO: -10.14 eV
SMILES: C1CC1
Total charge: 0

***

(x)
Below is a cluster of 2 separate species, C3H6 in total, with properties calculated with ωB97M-V/def2-TZVPD.

CARTESIAN COORDINATES (ANGSTROEM)
C 1.22 -0.21 -0.03
C 0.01 0.26 0.41
C -1.19 -0.21 -0.16
H 2.07 0.28 0.48
H -0.31 1.10 -1.34
H 1.19 -1.05 -0.72
H 0.04 1.06 1.17
H -2.06 0.33 0.18
H -1.18 -0.79 -1.12

Results
E_HOMO: -7.39 eV
Total charge: 0

***

Most stable pick: (w). Distance to second place: 99.8 kcal/mol.

***

(w)
Below is a cluster of 7 separate species, C2H16O6 in total, with properties calculated with ωB97M-V/def2-TZVPD.

CARTESIAN COORDINATES (ANGSTROEM)
C 0.29 3.01 0.13
C 0.15 2.31 -0.97
H -0.48 3.66 0.47
H 1.24 3.07 0.55
H -0.83 2.22 -1.46
H 0.83 1.62 -1.49
O -2.36 -2.58 -1.51
H -1.95 -1.95 -2.18
H -2.02 -2.11 -0.70
O 0.26 -0.91 -2.04
H 0.53 -0.64 -2.92
H 0.88 -1.00 -1.37
O -0.11 0.69 1.61
H -0.31 1.42 2.04
H -1.04 0.25 1.37
O 1.02 -2.07 0.31
H 0.79 -2.97 0.60
H 1.47 -1.66 1.02
O -1.65 -0.46 -0.15
H -1.60 0.18 -0.87
H -0.63 -0.72 -0.26
O 2.03 -0.84 2.59
H 2.49 -0.01 2.64
H 1.01 -0.52 2.59

Results
E_HOMO: -10.18 eV
SMILES: C=C.O.O.O.O.O.O
Total charge: 0

***

(x)
Below is a cluster of 7 separate species, C2H16O6 in total, with properties calculated with ωB97M-V/def2-TZVPD.

CARTESIAN COORDINATES (ANGSTROEM)
C 1.09 -1.55 -1.95
C 1.10 -0.22 -1.98
H 2.03 -2.07 -1.70
H 0.17 -2.20 -1.85
H 1.91 0.46 -1.98
H 0.20 0.38 -2.12
O -0.42 0.76 2.10
H -0.05 1.33 1.37
H -1.24 1.20 2.48
O 0.82 2.47 0.20
H 0.32 2.56 -0.60
H 1.31 1.64 0.17
O -0.02 -1.97 1.56
H -0.29 -2.77 1.99
H -0.36 -1.09 1.57
O -1.80 1.61 -1.22
H -2.24 0.83 -1.62
H -2.51 2.23 -1.37
O 2.78 -0.60 1.23
H 2.03 -1.16 0.88
H 2.40 -0.09 1.92
O -2.84 -0.85 -0.70
H -2.16 -0.70 -0.04
H -2.79 -1.76 -1.07

Results
E_HOMO: -10.26 eV
SMILES: C=C.O.O.O.O.O.O
Total charge: 0

***

Most stable pick: (x). Distance to second place: 18.7 kcal/mol.

***

(w)
Below is the ion C5H10NO with charge -1, with properties calculated with ωB97M-V/def2-TZVPD.

CARTESIAN COORDINATES (ANGSTROEM)
C 1.40 1.27 -2.23
N 0.61 1.97 -1.56
C -0.22 1.51 -0.45
C -0.09 0.02 -0.13
C -0.68 -0.49 1.17
C -0.57 -1.99 1.54
O -1.27 -2.32 2.63
H 2.23 1.77 -2.73
H 1.35 0.20 -2.47
H -1.26 1.69 -0.71
H 0.15 2.05 0.42
H 0.99 -0.15 -0.01
H -0.35 -0.61 -0.99
H -1.75 -0.24 1.24
H -0.20 0.06 1.99
H -0.85 -2.55 0.61
H 0.53 -2.18 1.70

Results
E_HOMO: -2.17 eV
SMILES: C=NCCCC[O-]
Total charge: -1

***

(x)
Below is a cluster of 2 separate species, C5H10NO in total, with properties calculated with ωB97M-V/def2-TZVPD.

CARTESIAN COORDINATES (ANGSTROEM)
C 2.56 0.09 0.57
O 3.42 0.56 -0.39
C 1.34 -0.45 -0.30
C -0.11 -0.83 0.12
C -1.18 0.10 0.06
C -2.54 -0.20 0.19
N -3.52 0.70 -0.44
H 2.94 -0.95 1.13
H 2.14 0.87 1.24
H 1.13 0.26 -1.12
H 1.78 -1.28 -0.97
H 1.22 -0.68 1.95
H -0.49 -1.81 0.32
H -0.95 1.08 -0.46
H -2.80 -1.11 0.81
H -3.60 1.62 0.05
H -4.51 0.41 -0.53

Results
E_HOMO: -2.78 eV
Total charge: -1

***

(y)
Below is the ion C5H10NO with charge -1, with properties calculated with ωB97M-V/def2-TZVPD.

CARTESIAN COORDINATES (ANGSTROEM)
C -2.83 0.59 -0.70
N -2.18 -0.31 -0.11
C -0.77 0.07 -0.15
C 0.00 -1.03 0.49
C 1.51 -0.82 0.14
C 2.01 0.69 0.36
O 1.29 1.40 1.26
H -3.91 0.53 -0.87
H -2.45 1.58 -1.08
H -0.42 0.95 0.42
H -0.51 0.22 -1.28
H -0.37 -2.05 0.34
H -0.13 -0.91 1.59
H 1.62 -1.00 -0.95
H 2.11 -1.60 0.51
H 3.12 0.53 0.64
H 1.91 1.15 -0.61

Results
E_HOMO: -2.41 eV
SMILES: C=NCCCC[O-]
Total charge: -1

***

Most stable pick: (w). Distance to second place: 4.7 kcal/mol.

***

(w)
Below is the molecule C3H3FS, with properties calculated with ωB97M-V/def2-TZVPD.

CARTESIAN COORDINATES (ANGSTROEM)
C 0.12 -0.27 0.28
C -0.80 -0.23 -0.65
C -1.64 -1.30 -0.75
F -1.43 -2.36 0.02
S -2.57 -1.60 -2.34
H 0.82 0.51 0.48
H 0.21 -1.19 0.87
H -0.92 0.49 -1.50

Results
E_HOMO (alpha / beta): -9.01 / -9.01 eV
SMILES: C=CC(F)=S
Total charge: 0

***

(x)
Below is the molecule C3H3FS, with properties calculated with ωB97M-V/def2-TZVPD.

CARTESIAN COORDINATES (ANGSTROEM)
C 0.64 1.10 0.00
C 0.46 -0.18 -0.18
F 1.61 -1.07 -0.03
C -0.87 -0.84 0.05
S -2.51 -0.24 -0.08
H -0.31 1.69 0.41
H 1.76 1.53 -0.31
H -0.79 -1.98 0.14

Results
E_HOMO: -9.26 eV
SMILES: C=C(F)C=S
Total charge: 0

***

Most stable pick: (w). Distance to second place: 14.8 kcal/mol.

***

(w)
Below is the ion C3H11N5 with charge +2, with properties calculated with ωB97M-V/def2-TZVPD.

CARTESIAN COORDINATES (ANGSTROEM)
C 0.46 0.49 0.23
C 1.88 0.97 0.36
C 0.96 -1.67 -0.68
N -0.48 1.45 0.26
N 0.11 -0.75 0.09
N -2.44 2.27 -0.34
N -1.24 -1.14 0.29
N -1.73 1.36 0.20
H 2.22 1.77 -0.33
H 2.65 0.07 0.35
H 2.03 1.46 1.35
H 0.85 -2.66 -0.34
H 0.65 -1.78 -1.67
H 1.98 -1.19 -0.61
H -1.85 3.09 -0.76
H -3.51 2.24 -0.42
H -1.39 -2.10 -0.18
H -1.28 -1.35 1.26
H -2.26 0.57 0.50

Results
E_HOMO (alpha / beta): -19.31 / -19.31 eV
Total charge: +2

***

(x)
Below is a cluster of 2 separate species, C3H11N5 in total, with properties calculated with ωB97M-V/def2-TZVPD.

CARTESIAN COORDINATES (ANGSTROEM)
C 0.86 -0.01 1.96
C 2.27 -0.52 0.26
C -1.75 -0.41 -1.71
N -0.12 0.48 2.60
N 1.08 0.06 0.59
N -1.81 -0.55 -2.96
N -1.07 1.28 2.32
N 0.16 0.33 -0.21
H 1.73 -0.42 2.40
H 2.80 -0.77 1.16
H 2.33 -1.40 -0.52
H 2.86 0.31 -0.26
H -1.60 -1.30 -1.09
H -1.96 0.58 -1.21
H -1.83 0.23 -3.64
H -1.80 -1.52 -3.29
H -0.96 2.00 1.60
H -1.67 1.49 3.17
H 0.50 0.13 -1.17

Results
E_HOMO (alpha / beta): -17.30 / -17.30 eV
Total charge: +2

***

Most stable pick: (x). Distance to second place: 2.0 kcal/mol.

***

(w)
Below is the molecule C3H7Cl2P, with properties calculated with ωB97M-V/def2-TZVPD.

CARTESIAN COORDINATES (ANGSTROEM)
C 1.10 0.42 1.08
C 0.35 -0.18 -0.15
C -0.86 0.66 -0.43
P -1.51 0.02 -2.14
Cl -0.44 2.41 -0.67
Cl -2.13 0.49 0.84
H 0.36 0.49 1.91
H 1.72 1.34 0.78
H 2.01 -0.11 1.48
H 0.94 -0.22 -0.98
H -0.17 -1.26 -0.03
H -2.84 0.54 -1.97
H -1.99 -1.06 -1.55

Results
E_HOMO: -9.93 eV
SMILES: CCC(P)(Cl)Cl
Total charge: 0

***

(x)
Below is a cluster of 2 separate species, C3H7Cl2P in total, with properties calculated with ωB97M-V/def2-TZVPD.

CARTESIAN COORDINATES (ANGSTROEM)
H -2.44 -1.34 1.10
P -2.62 -0.15 0.47
C -1.07 -0.13 -0.17
C 0.09 -1.17 -0.16
C -0.67 1.12 -0.98
Cl 0.12 2.24 0.21
H 0.52 -1.20 -1.13
H 0.80 -0.82 0.62
H -0.23 -2.08 0.16
H 0.01 0.76 -1.77
H -1.42 1.69 -1.41
Cl 3.79 0.80 1.04
H 3.10 0.29 2.03

Results
E_HOMO: -9.32 eV
SMILES: [H]/P=C(\C)CCl.Cl
Total charge: 0

***

Most stable pick: (w). Distance to second place: 2.6 kcal/mol.